Density functional theory data (wB97M-V/def2-TZVPD) for one molecule with the formula C14H28N2O4.

Geometry as XYZ:
```
48
Properties=species:S:1:pos:R:3:forces:R:3
C -5.82130 -2.82991 -0.57962 -0.14 0.14 -0.15
C -6.60609 -1.55538 -0.86986 0.09 0.01 0.24
C -6.20418 -0.38317 0.02367 0.23 0.10 -0.24
C -4.78609 0.11456 -0.23854 -0.18 -0.11 0.07
O -4.58608 1.28687 0.52627 -0.19 -0.07 0.07
C -3.40756 1.99324 0.22979 0.31 -0.01 0.12
C -2.12911 1.30946 0.72596 -0.20 0.26 -0.20
H -2.25635 1.05221 1.78048 -0.01 -0.04 0.02
H -1.95642 0.38872 0.16575 0.04 -0.04 0.04
C -0.91282 2.22085 0.55099 -0.27 -0.16 -0.12
N 0.31322 1.58454 0.97203 -0.09 0.05 0.24
C 1.12053 0.95125 0.07198 0.17 0.20 0.41
O 0.96879 1.03052 -1.13100 -0.19 -0.03 -0.46
N 2.18509 0.29821 0.64328 0.29 -0.31 0.10
H 2.12612 0.03894 1.61718 -0.11 0.02 -0.07
C 2.99434 -0.58261 -0.16289 0.14 0.06 -0.30
C 2.85679 -2.00235 0.34693 -0.35 0.02 0.28
O 2.27596 -2.30954 1.35620 0.01 -0.03 0.10
O 3.45867 -2.89314 -0.44263 0.35 -0.22 -0.48
H 3.35203 -3.79074 -0.08840 -0.12 0.27 0.16
H 2.59727 -0.54451 -1.18418 0.04 -0.07 0.18
C 4.48232 -0.16171 -0.19558 -0.03 0.17 0.17
C 5.08886 -0.21778 1.20601 -0.05 -0.11 -0.30
H 6.15296 0.00214 1.16267 0.08 0.03 0.05
H 4.61536 0.51711 1.85266 -0.04 0.10 0.11
H 4.96218 -1.20279 1.65032 0.05 -0.11 0.14
C 4.64366 1.24213 -0.78555 -0.05 -0.27 -0.20
C 4.17496 1.35692 -2.23137 0.03 0.07 0.18
H 3.09274 1.28401 -2.29420 -0.09 -0.02 -0.09
H 4.61997 0.57541 -2.84405 0.05 -0.08 -0.13
H 4.46887 2.32079 -2.64012 0.00 0.07 -0.12
H 4.08618 1.95052 -0.17035 0.06 0.05 0.11
H 5.70182 1.50848 -0.72735 0.00 0.03 0.09
H 4.99899 -0.88082 -0.83924 -0.01 0.05 0.00
H 0.38928 1.34228 1.94692 0.08 -0.01 -0.08
H -1.04642 3.14480 1.12166 0.00 -0.01 -0.10
H -0.78386 2.46844 -0.50495 -0.03 0.09 0.13
H -3.33093 2.17042 -0.85406 -0.02 0.04 0.06
H -3.52416 2.95735 0.73360 0.07 0.00 -0.11
H -4.05288 -0.65381 0.04013 -0.02 0.05 -0.08
H -4.65692 0.34249 -1.30850 0.01 -0.03 0.04
H -6.88470 0.45350 -0.14402 0.00 0.04 0.05
H -6.28489 -0.66887 1.07356 -0.04 0.01 0.08
H -7.66910 -1.75390 -0.71690 -0.01 0.03 -0.10
H -6.46969 -1.27520 -1.91694 -0.09 0.02 -0.05
H -4.76825 -2.70292 -0.81586 0.14 -0.07 0.01
H -6.20525 -3.65280 -1.17839 0.04 -0.13 -0.02
H -5.90957 -3.09989 0.47038 0.03 -0.07 0.12
```
Positions in Å, forces in eV/Å.

Output
charge: 0
SMILES: CCCCOCCCNC(=O)N[C@H](C(=O)O)[C@H](C)CC
DFT total energy: -960.77641 hartree
F_max: 0.63 eV/A
relative energy (zero: lowest compared OMol25 entry of this formula, charge and spin): 62.8 kJ/mol
HOMO-LUMO gap: 9.967 eV
spin multiplicity: 1

Atom charges from the Löwdin analysis, given in e for atoms 1 to 2: number 1, C, carries -0.114; number 2, C, carries -0.267